Entry 1:
Density functional theory data (the ωB97M-V functional and the def2-TZVPD basis) for the molecule C3H4N2O.

Properties
Max |F|, Eh/bohr: 0.0058
Multiplicity: 1
Energy above the lowest of the compared OMol25 structures with the same formula, charge and spin, kcal per mole: 20.7
SMILES string: Oc1cc[nH]n1
Orbital gap, eV: 9.96
HOMO energy, eV: -8.9

Last column: Mulliken charge in e.
Cartesian coordinates (Å):
O: 2.239 -0.028 0.004  -0.500
C: 0.891 -0.070 0.005  0.549
N: 0.230 -1.210 -0.066  -0.849
N: -1.066 -0.832 -0.045  0.289
C: -1.222 0.506 0.037  -0.431
C: 0.039 1.054 0.074  -0.398
H: 2.547 -0.938 -0.112  0.359
H: -1.779 -1.540 -0.090  0.222
H: -2.201 0.964 0.059  0.402
H: 0.321 2.094 0.135  0.357

Entry 2:
Density functional theory data (the ωB97M-V functional and the def2-TZVPD basis) for a structure of composition C40H64IrN6O2Se.

Properties
Total charge: +2
Max |F|, Eh/bohr: 0.0168
Multiplicity: 6
Orbital gap (spin up / spin down), eV: 7.96 / 5.92
HOMO energy (spin up / spin down), eV: -12.0 / -13.3

Last column: Mulliken charge in e.
Cartesian coordinates (Å):
Ir: 1.020 0.175 1.108  3.276
C: -0.623 2.368 -6.214  -1.633
C: 0.686 2.861 -5.575  2.018
C: 1.785 2.854 -6.643  -2.091
C: 0.503 4.314 -5.084  -1.512
C: 1.033 2.022 -4.368  -0.781
C: 0.081 1.847 -3.335  -0.257
C: 0.412 1.189 -2.191  0.151
Se: -0.765 1.353 -0.646  -0.234
C: -2.032 -0.098 -0.371  0.271
C: -3.339 0.129 -0.678  -0.664
C: -4.346 -0.768 -0.250  -0.904
C: -3.955 -1.887 0.503  0.283
C: -2.649 -2.184 0.820  -0.815
C: -1.619 -1.258 0.372  0.599
O: -0.399 -1.452 0.629  -1.139
C: -2.284 -3.411 1.641  2.178
C: -1.567 -2.989 2.942  -1.475
C: -3.520 -4.220 2.046  -2.312
C: -1.383 -4.335 0.797  -1.617
C: -5.792 -0.473 -0.581  1.831
C: -6.750 -1.554 -0.070  -2.147
C: -6.177 0.866 0.076  -1.564
C: -5.946 -0.369 -2.109  -1.568
C: 1.736 0.673 -1.965  0.524
O: 2.055 0.168 -0.856  -1.497
C: 2.694 0.770 -3.060  -0.368
C: 2.305 1.454 -4.189  -0.481
C: 4.079 0.145 -2.951  2.276
C: 4.858 0.732 -1.757  -1.407
C: 3.918 -1.379 -2.793  -1.133
C: 4.917 0.390 -4.209  -2.262
H: -0.827 2.954 -7.110  0.482
H: -0.540 1.321 -6.507  0.385
H: -1.478 2.478 -5.546  0.314
H: 1.450 3.438 -7.499  0.440
H: 2.706 3.310 -6.278  0.401
H: 1.998 1.843 -6.995  0.437
H: 0.220 4.944 -5.927  0.447
H: -0.273 4.392 -4.322  0.343
H: 1.437 4.696 -4.668  0.370
H: -0.916 2.254 -3.441  0.559
H: -3.600 1.010 -1.250  0.634
H: -4.727 -2.550 0.860  0.757
H: -2.236 -2.383 3.560  0.348
H: -1.295 -3.879 3.510  0.540
H: -0.663 -2.418 2.744  0.100
H: -4.189 -3.649 2.693  0.422
H: -4.075 -4.568 1.173  0.472
H: -3.196 -5.100 2.600  0.450
H: -0.500 -3.818 0.429  0.158
H: -1.063 -5.186 1.400  0.492
H: -1.940 -4.718 -0.059  0.383
H: -6.738 -1.620 1.019  0.429
H: -7.766 -1.304 -0.372  0.440
H: -6.512 -2.531 -0.493  0.457
H: -6.102 0.791 1.163  0.334
H: -5.544 1.688 -0.262  0.319
H: -7.209 1.110 -0.177  0.475
H: -5.620 -1.293 -2.590  0.366
H: -6.994 -0.209 -2.359  0.474
H: -5.372 0.460 -2.525  0.333
H: 3.022 1.570 -4.984  0.648
H: 4.350 0.561 -0.813  0.078
H: 5.846 0.271 -1.709  0.482
H: 4.996 1.807 -1.886  0.324
H: 3.360 -1.638 -1.895  -0.033
H: 3.395 -1.795 -3.656  0.320
H: 4.901 -1.849 -2.738  0.484
H: 5.104 1.453 -4.371  0.447
H: 5.883 -0.101 -4.092  0.440
H: 4.441 -0.032 -5.096  0.461
C: 5.177 -0.651 4.250  -1.077
N: 4.808 -1.204 2.960  -0.019
C: 5.729 -2.172 2.364  -0.765
C: 4.978 -2.650 1.127  -0.454
N: 3.612 -2.280 1.450  0.236
C: 2.495 -2.811 0.722  -1.258
C: 3.571 -1.307 2.401  0.195
N: 2.494 -0.602 2.655  -0.205
C: 2.406 0.269 3.813  -1.100
C: 0.945 0.526 4.136  -0.798
N: 0.265 1.142 3.001  -0.443
C: -0.910 1.689 3.155  0.015
N: -1.764 1.625 4.195  0.152
C: -1.598 1.004 5.501  -0.951
C: -2.944 2.460 3.979  -0.706
C: -2.869 2.735 2.483  -0.366
N: -1.460 2.485 2.140  0.635
C: -0.680 3.695 1.848  -1.240
H: 6.260 -0.693 4.331  0.368
H: 4.760 -1.225 5.083  0.366
H: 4.882 0.391 4.344  0.392
H: 5.930 -2.992 3.060  0.360
H: 6.671 -1.679 2.127  0.441
H: 5.058 -3.726 0.974  0.462
H: 5.319 -2.140 0.219  0.047
H: 2.766 -3.793 0.335  0.442
H: 2.204 -2.191 -0.130  0.106
H: 1.637 -2.918 1.383  0.535
H: 2.919 1.218 3.621  0.349
H: 2.845 -0.188 4.700  0.527
H: 0.908 1.181 5.008  0.587
H: 0.485 -0.435 4.383  0.184
H: -1.167 0.012 5.418  0.350
H: -2.583 0.902 5.952  0.336
H: -0.987 1.617 6.166  0.330
H: -2.891 3.370 4.583  0.305
H: -3.840 1.908 4.261  0.506
H: -3.157 3.750 2.222  0.486
H: -3.500 2.040 1.926  -0.172
H: -1.048 4.136 0.923  0.352
H: -0.760 4.433 2.652  0.396
H: 0.364 3.421 1.712  0.332